Formula: C10H9Br2F6N5O4PrS3
Source: OMol25
Level of theory: wB97M-V/def2-TZVPD

Element x y z (Å)
Pr -0.707 0.176 -0.151
N 1.955 -3.375 1.140
C 1.500 -2.140 0.886
S 0.151 -1.576 1.839
N 2.196 -1.484 -0.036
N 1.657 -0.286 -0.376
C 2.391 0.531 -1.025
C 1.873 1.883 -1.324
C 2.649 2.808 -1.993
C 2.168 4.096 -2.172
C 0.923 4.428 -1.669
C 0.204 3.443 -1.015
N 0.658 2.203 -0.843
H 1.567 -3.904 1.899
H 2.785 -3.697 0.670
H 3.414 0.263 -1.272
H 3.621 2.516 -2.369
H 2.764 4.832 -2.695
H 0.512 5.424 -1.774
H -0.776 3.659 -0.604
Br 1.607 1.743 2.324
C 0.084 2.738 2.884
Br -1.578 2.087 2.118
H 0.169 3.763 2.558
H -0.040 2.642 3.951
F -4.350 1.338 0.607
C -4.039 1.150 -0.662
F -4.929 1.696 -1.446
F -2.833 1.775 -0.880
S -3.808 -0.654 -0.953
O -2.572 -0.869 -0.131
O -5.003 -1.288 -0.547
N -3.483 -0.786 -2.484
S -1.999 -0.805 -3.022
O -1.915 -0.733 -4.432
O -1.149 0.149 -2.235
C -1.272 -2.457 -2.478
F -2.210 -3.235 -1.995
F -0.667 -3.002 -3.499
F -0.374 -2.211 -1.500

Output
- Gap between HOMO and LUMO (alpha / beta): 7.381 / 7.399 eV
- HOMO level (alpha / beta): -11.208 / -11.208 eV
- Spin multiplicity: 3
- Charge: +1
- Energy above the lowest of the compared OMol25 structures with the same formula, charge and spin: 0.0 kcal/mol


Formula: C10H9BrNP
Source: OMol25
Level of theory: wB97M-V/def2-TZVPD

Element x y z (Å)
P 0.141 2.297 -2.645
N 0.282 1.542 -1.096
C 1.336 1.555 -0.140
C 1.861 1.022 0.862
C 1.725 -0.303 1.509
C 0.806 -1.018 0.445
C -0.601 -0.558 0.046
C -1.618 -1.404 0.252
C -2.913 -0.982 0.056
C -3.182 0.279 -0.466
Br -4.938 1.008 -0.502
C -2.126 1.088 -0.888
C -0.738 0.700 -0.644
H 1.391 1.994 -3.068
H 0.844 3.595 -2.413
H 2.743 -0.697 1.650
H 1.221 -0.165 2.565
H 0.817 -2.117 0.717
H 1.318 -0.942 -0.534
H -1.602 -2.434 0.732
H -3.831 -1.558 0.365
H -2.261 2.050 -1.141

Output
- Gap between HOMO and LUMO: 8.549 eV
- Structure (SMILES): PN1C#CCCc2ccc(Br)cc21
- HOMO level: -8.262 eV
- Energy above the lowest of the compared OMol25 structures with the same formula, charge and spin: 58.6 kcal/mol


Formula: C10H9Cl2NO
Source: OMol25
Level of theory: wB97M-V/def2-TZVPD

Element x y z (Å)
C 1.523 0.775 2.279
C 0.464 0.245 2.094
C -0.757 -0.058 1.410
C -1.805 -0.628 2.094
C -2.964 -1.049 1.478
C -3.089 -0.873 0.052
C -1.969 -0.429 -0.614
C -0.849 0.088 0.041
N 0.217 0.690 -0.628
C 1.352 0.196 -0.944
Cl 1.855 -1.497 -0.488
O 2.263 0.947 -1.508
C 3.643 0.587 -1.653
H 2.145 1.245 3.002
H -1.700 -0.937 3.183
H -3.802 -1.410 2.041
H -3.893 -1.323 -0.479
H -2.089 -0.234 -1.707
H 4.122 0.832 -2.605
H 3.697 -0.489 -1.501
H 4.172 1.266 -0.791
Cl -1.357 2.363 -2.737
H -1.001 1.813 -1.630

Output
- Gap between HOMO and LUMO: 9.283 eV
- Structure (SMILES): C#Cc1ccccc1/N=C(\Cl)OC.Cl
- HOMO level: -8.773 eV
- Energy above the lowest of the compared OMol25 structures with the same formula, charge and spin: 64.7 kcal/mol


Formula: C10H9ClN4
Source: OMol25
Level of theory: wB97M-V/def2-TZVPD

Element x y z (Å)
C -1.344 3.343 1.897
C -0.894 2.053 1.220
C -1.164 0.850 1.782
C -0.785 -0.307 1.036
C -0.929 -1.793 1.184
C -0.340 -2.335 0.128
N 0.297 -1.331 -0.614
C -0.123 -0.055 -0.185
N -0.023 1.165 -0.791
N -0.276 2.188 0.020
N 1.129 -1.650 -1.696
C 1.580 -2.869 -1.829
Cl 2.568 -3.433 -3.194
C 1.183 -3.905 -0.723
C -0.304 -3.838 -0.202
H -1.840 3.225 2.917
H -2.057 3.756 1.181
H -0.510 3.997 2.029
H -1.710 0.797 2.740
H -1.265 -2.325 2.096
H 1.289 -4.846 -1.231
H 1.767 -3.927 0.159
H -1.108 -4.224 -0.909
H -0.464 -4.450 0.656

Output
- Gap between HOMO and LUMO: 8.826 eV
- Structure (SMILES): Cc1cc2cc3n(c2nn1)N=C(Cl)CC3
- HOMO level: -8.626 eV
- Energy above the lowest of the compared OMol25 structures with the same formula, charge and spin: 37.4 kcal/mol


Which value of energy above the lowest of the compared OMol25 structures with the same formula, charge and spin does entry 1 give? 0.0 kcal/mol


Copy entry 1 word for word.
Formula: C10H9Br2F6N5O4PrS3
Source: OMol25
Level of theory: wB97M-V/def2-TZVPD

Element x y z (Å)
Pr -0.707 0.176 -0.151
N 1.955 -3.375 1.140
C 1.500 -2.140 0.886
S 0.151 -1.576 1.839
N 2.196 -1.484 -0.036
N 1.657 -0.286 -0.376
C 2.391 0.531 -1.025
C 1.873 1.883 -1.324
C 2.649 2.808 -1.993
C 2.168 4.096 -2.172
C 0.923 4.428 -1.669
C 0.204 3.443 -1.015
N 0.658 2.203 -0.843
H 1.567 -3.904 1.899
H 2.785 -3.697 0.670
H 3.414 0.263 -1.272
H 3.621 2.516 -2.369
H 2.764 4.832 -2.695
H 0.512 5.424 -1.774
H -0.776 3.659 -0.604
Br 1.607 1.743 2.324
C 0.084 2.738 2.884
Br -1.578 2.087 2.118
H 0.169 3.763 2.558
H -0.040 2.642 3.951
F -4.350 1.338 0.607
C -4.039 1.150 -0.662
F -4.929 1.696 -1.446
F -2.833 1.775 -0.880
S -3.808 -0.654 -0.953
O -2.572 -0.869 -0.131
O -5.003 -1.288 -0.547
N -3.483 -0.786 -2.484
S -1.999 -0.805 -3.022
O -1.915 -0.733 -4.432
O -1.149 0.149 -2.235
C -1.272 -2.457 -2.478
F -2.210 -3.235 -1.995
F -0.667 -3.002 -3.499
F -0.374 -2.211 -1.500

Output
- Gap between HOMO and LUMO (alpha / beta): 7.381 / 7.399 eV
- HOMO level (alpha / beta): -11.208 / -11.208 eV
- Spin multiplicity: 3
- Charge: +1
- Energy above the lowest of the compared OMol25 structures with the same formula, charge and spin: 0.0 kcal/mol